[1]
DFT (the ωB97M-V functional and the def2-TZVPD basis) results for 3 unconnected molecules or ions with the total composition C36H63Cl2FN2O6S2 in a non-equilibrium geometry.

Properties
**LUMO (alpha / beta)**: 0.01819 / -0.00199 Ha
**<S²>**: 2.008
**Orbital gap (alpha / beta)**: 0.3235 / 0.3164 Ha
**Total energy**: -103043.606 eV

ORCA input file:
```
! wB97M-V def2-TZVPD RIJCOSX def2/J DEFGRID3
* xyz 0 3
Cl -1.2763 -2.4713 -1.5252
Cl -1.3586 -3.6479 2.6730
S 1.9238 0.0740 -0.3249
S 5.8321 -0.1940 -0.2457
F 2.0225 -5.4120 1.0762
O 0.5610 -0.7471 -0.4601
O 1.9529 1.2023 0.5685
O -0.0323 -1.5435 -6.9065
O 2.1083 -3.1454 -0.6045
O 2.2292 0.5656 -1.6486
O -3.7387 2.3386 3.9044
N 1.0206 -0.7918 -6.6930
N -4.5052 2.6021 4.9328
C 2.0815 -0.7386 3.6828
C -1.5847 -3.4339 0.9501
C -5.9827 3.6387 3.1887
C -0.6241 -0.1733 1.5311
C -2.5482 -4.4284 0.2697
C 0.3063 -1.0498 -4.2858
C 3.3069 -2.5766 -6.1800
C 2.2211 -2.3629 -5.1338
C -1.8061 -0.5278 2.4871
C -2.5576 1.6275 6.2075
C 1.4705 -1.0300 -5.2874
C -3.7810 5.2819 5.9226
C -2.4298 0.4065 -0.3364
C 5.3477 1.4610 -0.9331
C -6.5551 3.9178 5.5244
C 2.7264 -2.4251 -7.5828
C 1.8315 -1.3573 2.7134
C 0.0748 -1.3783 0.7928
C 1.2639 -2.0825 1.5029
C -0.9261 -2.4340 0.2138
C 3.3131 -4.8975 0.8138
C -2.8792 4.0798 6.1641
C -4.4492 2.5323 7.4308
C 2.0074 -1.0846 -7.7794
C 3.4751 -3.4445 1.3157
C 1.3462 -1.0688 -9.1653
C 4.3954 -0.5581 0.8845
C -5.3423 3.7921 4.5761
C -3.6223 2.7337 6.1313
C -4.5551 5.1075 4.6207
C 2.3490 0.1531 -4.7987
C 2.5152 -2.4182 0.5697
C 3.2556 -1.1544 0.0179
C 5.4202 1.4531 -2.4970
C 3.0728 0.0302 -7.8730
C -1.2409 0.9173 0.5363
H 6.4509 1.7637 -2.7760
H 4.3221 1.7393 -0.6119
H 3.6415 -0.0554 -8.8008
H -5.2351 5.9534 4.4888
H 2.0996 -1.1615 -9.9490
H -6.2938 4.2925 6.5131
H 6.0637 2.2023 -0.5349
H -5.5233 2.6001 7.2889
H -3.1743 6.1895 5.8651
H -2.7007 -5.2721 0.9800
H 3.2180 -0.1928 -4.2371
H 2.7086 0.7974 -5.5961
H -2.9135 -0.5167 0.0274
H 5.1720 0.4453 -2.8725
H -1.8101 1.7037 5.4169
H -0.4676 1.4760 -0.0153
H 0.0708 0.4506 2.1330
H 1.0366 -3.0997 1.8963
H 2.6605 -2.4289 -4.1349
H -7.0669 2.9596 5.6365
H 3.6369 -5.0634 -0.2257
H -0.3521 -1.9102 -4.4181
H 0.6486 -1.8942 -9.3064
H 4.8094 -1.2071 1.6717
H -3.5496 -3.9901 0.0996
H 3.8121 -0.0106 -7.0745
H 0.6912 -1.1020 -3.2657
H 2.0347 -3.2539 -7.7700
H -2.3658 4.1978 7.1216
H -6.5391 2.7015 3.1173
H -4.3023 1.5346 7.8484
H 4.5478 -3.1963 1.1478
H 3.6845 -1.4441 -0.9629
H -4.1730 3.2536 8.2021
H -2.0980 0.2631 -1.3860
H -7.2838 4.6268 5.1281
H -3.0144 0.6370 6.1504
H 1.2983 -3.6436 -0.4205
H 4.7270 2.1894 -2.9536
H 1.5111 -3.1949 -5.2021
H -1.6866 1.6599 1.2392
H 3.9936 -5.5144 1.4473
H 3.5284 -2.5299 -8.3190
H -2.0920 4.0836 5.4021
H -2.5942 -1.1623 2.0489
H -6.6828 4.4534 2.9993
H 2.2023 -0.4043 4.7082
H -3.2255 1.1856 -0.3602
H -2.2647 0.4326 2.8593
H 0.8103 -0.1316 -9.3311
H 1.7895 0.8260 -4.1492
H -4.4613 5.4237 6.7676
H 4.1330 -1.8772 -6.0198
H -3.8510 5.1528 3.7827
H 4.1649 0.4163 1.3577
H -0.2979 -0.1433 -4.3651
H -2.1009 -4.8788 -0.6356
H -2.0215 1.6921 7.1564
H 3.3156 -3.4669 2.4113
H 3.7307 -3.5787 -6.0690
H -1.3668 -1.0002 3.3958
H -5.2494 3.6663 2.3829
H 2.6082 1.0184 -7.8705
*
```

Here are the Löwdin charges for atoms 1 to 99, given in e: number 1, Cl, carries 0.793; number 2, Cl, carries 0.743; number 3, S, carries 0.669; number 4, S, carries 0.841; number 5, F, carries -0.065; number 6, O, carries -0.266; number 7, O, carries -0.251; number 8, O, carries -0.019; number 9, O, carries -0.021; number 10, O, carries -0.278; number 11, O, carries -0.029; number 12, N, carries -0.062; number 13, N, carries -0.058; number 14, C, carries 0.147; number 15, C, carries -0.659; number 16, C, carries -0.045; number 17, C, carries -0.262; number 18, C, carries -0.140; number 19, C, carries -0.064; number 20, C, carries -0.178; number 21, C, carries -0.137; number 22, C, carries -0.090; number 23, C, carries -0.052; number 24, C, carries -0.460; number 25, C, carries -0.179; number 26, C, carries -0.102; number 27, C, carries -0.497; number 28, C, carries -0.050; number 29, C, carries -0.139; number 30, C, carries -0.089; number 31, C, carries -0.326; number 32, C, carries -0.157; number 33, C, carries -0.513; number 34, C, carries -0.175; number 35, C, carries -0.145; number 36, C, carries -0.024; number 37, C, carries -0.490; number 38, C, carries -0.075; number 39, C, carries -0.048; number 40, C, carries -0.437; number 41, C, carries -0.488; number 42, C, carries -0.473; number 43, C, carries -0.137; number 44, C, carries -0.024; number 45, C, carries -0.398; number 46, C, carries -0.274; number 47, C, carries -0.166; number 48, C, carries -0.051; number 49, C, carries -0.185; number 50, H, carries 0.069; number 51, H, carries 0.059; number 52, H, carries 0.084; number 53, H, carries 0.125; number 54, H, carries 0.083; number 55, H, carries 0.065; number 56, H, carries 0.063; number 57, H, carries 0.054; number 58, H, carries 0.115; number 59, H, carries 0.067; number 60, H, carries 0.074; number 61, H, carries 0.056; number 62, H, carries 0.056; number 63, H, carries 0.046; number 64, H, carries 0.073; number 65, H, carries 0.095; number 66, H, carries 0.126; number 67, H, carries 0.113; number 68, H, carries 0.121; number 69, H, carries 0.092; number 70, H, carries 0.124; number 71, H, carries 0.064; number 72, H, carries 0.077; number 73, H, carries 0.069; number 74, H, carries 0.090; number 75, H, carries 0.064; number 76, H, carries 0.055; number 77, H, carries 0.124; number 78, H, carries 0.122; number 79, H, carries 0.091; number 80, H, carries 0.078; number 81, H, carries 0.125; number 82, H, carries 0.123; number 83, H, carries 0.089; number 84, H, carries 0.056; number 85, H, carries 0.085; number 86, H, carries 0.090; number 87, H, carries 0.091; number 88, H, carries 0.076; number 89, H, carries 0.125; number 90, H, carries 0.108; number 91, H, carries 0.124; number 92, H, carries 0.123; number 93, H, carries 0.124; number 94, H, carries 0.061; number 95, H, carries 0.085; number 96, H, carries 0.059; number 97, H, carries 0.078; number 98, H, carries 0.079; number 99, H, carries 0.090

[2]
DFT (the ωB97M-V functional and the def2-TZVPD basis) results for a molecular structure, C36H64N2O10S in a non-equilibrium geometry.

Properties
**LUMO**: 0.00439 Ha
**Orbital gap**: 0.3079 Ha
**Total energy**: -72659.319 eV

ORCA input file:
```
! wB97M-V def2-TZVPD RIJCOSX def2/J DEFGRID3
* xyz 0 1
S -5.7157 -3.1514 1.7207
O 1.0799 4.6010 -3.7687
O 6.6059 -3.8309 5.5472
O -0.9345 -0.0086 4.5437
O -0.7810 0.1871 0.8414
O -4.8556 -1.1316 -3.3550
O -3.7762 2.5015 -3.3139
O 3.3337 -4.7804 1.1537
O 2.6741 0.3426 -2.1836
O -8.7404 1.7218 -6.5971
O 9.2598 -0.5830 4.6934
N -5.1465 -3.0487 0.2360
N -4.6366 -2.2294 2.5143
C -4.0520 -2.2909 0.2785
C -9.2513 0.8482 -5.9372
C -4.8829 0.6708 -4.9117
C -3.5409 3.2124 -2.3623
C -1.8560 -0.6723 0.7203
C 4.6622 -6.7507 1.1591
C -2.6267 2.7686 -1.2488
C 5.4401 -4.5459 0.0809
C -0.2888 2.2038 5.1136
C 2.0765 1.2865 -2.6487
C 0.3712 -0.4935 1.3696
C 1.2067 2.1535 -1.7739
C -1.2717 0.5541 6.8283
C 5.8215 -3.1597 4.9133
C 10.1170 -0.7905 5.5206
C -5.9834 0.8135 -2.5962
C 11.4260 -0.0385 5.5078
C -9.3187 -0.5785 -6.4262
C 4.3749 -3.5648 4.7687
C 2.1725 1.6431 -4.1129
C -0.8414 0.8301 5.4081
C -3.2329 -1.9329 -0.8201
C 0.6958 6.5766 -5.0373
C -2.1504 -1.1400 -0.5917
C 4.3731 -5.3066 0.8297
C 0.9813 -1.5600 0.4615
C -9.8454 1.1307 -4.5773
C -5.2058 -0.0002 -3.6010
C -2.6283 -0.9904 1.7955
C 0.5090 -2.9933 0.7693
C 6.2485 -1.8833 4.2329
C -3.7657 -1.8245 1.6010
C 0.2868 5.2856 -4.3719
C -1.1619 4.8781 -4.4926
C 9.9248 -1.8171 6.6104
C -4.1581 4.5849 -2.2347
H 5.6356 -5.0237 -0.8801
H 5.5541 -6.8200 1.7838
H 0.8296 -1.3243 -0.5856
H -5.8037 0.9579 -5.4241
H 2.5750 2.6485 -4.2253
H -10.3586 -0.9015 -6.4950
H 2.8272 0.9323 -4.6136
H -1.3171 3.9330 -3.9769
H -1.0379 2.9640 5.3403
H -10.9064 0.8780 -4.5674
H 7.3086 -1.7154 4.4135
H -4.3212 -0.0150 -5.5422
H 1.5769 3.1774 -1.7794
H 1.7571 6.7492 -4.8753
H -2.0593 1.2497 7.1217
H 6.0698 -1.9549 3.1582
H -4.7628 4.6388 -1.3284
H -9.3312 0.5366 -3.8197
H -0.2812 -3.3119 0.0949
H 4.8259 -7.3178 0.2416
H -9.7295 2.1866 -4.3434
H 3.8172 -7.1760 1.6953
H -1.7785 3.4510 -1.1635
H 0.1143 -3.0583 1.7786
H -5.4269 1.7161 -2.3378
H -1.4956 -0.8060 -1.3792
H 0.1776 2.1409 -2.1340
H -3.4733 -2.2672 -1.8119
H 1.1080 0.2753 1.5742
H -2.3727 -0.6125 2.7676
H -0.4245 0.6737 7.5053
H 8.9497 -2.2888 6.5025
H 0.1290 7.4091 -4.6176
H 3.7267 -2.7906 5.1819
H -8.8573 -0.6476 -7.4083
H -3.3761 5.3434 -2.1826
H 4.1319 -3.7074 3.7137
H 1.3358 -3.6768 0.6309
H -8.7900 -1.2368 -5.7346
H 1.2317 1.7651 -0.7570
H 11.4344 0.6636 4.6774
H 1.1831 1.6028 -4.5708
H -6.9489 1.1019 -3.0161
H -4.7908 4.7814 -3.0977
H 5.1052 -3.5253 -0.0912
H -2.2559 1.7674 -1.4580
H 0.1184 -0.9513 2.3228
H -1.4313 4.7554 -5.5423
H 5.6772 -1.0428 4.6312
H 12.2562 -0.7372 5.3951
H 2.0537 -1.5512 0.6318
H -0.0210 2.2678 4.0612
H 0.5010 6.5221 -6.1093
H 0.5977 2.3887 5.7222
H -1.8016 5.6412 -4.0472
H -3.1694 2.7519 -0.3023
H 10.6989 -2.5827 6.5414
H 4.2010 -4.4962 5.3035
H 9.9882 -1.3381 7.5889
H -6.1471 0.2236 -1.6960
H -1.6480 -0.4634 6.9023
H 11.5504 0.5100 6.4425
H 6.3637 -4.5270 0.6623
H -4.2855 1.5662 -4.7294
*
```

Here are the Löwdin charges for atoms 1 to 99, given in e: number 1, S, carries 0.977; number 2, O, carries 0.059; number 3, O, carries 0.056; number 4, O, carries 0.064; number 5, O, carries -0.080; number 6, O, carries 0.055; number 7, O, carries 0.009; number 8, O, carries 0.056; number 9, O, carries 0.061; number 10, O, carries 0.063; number 11, O, carries 0.061; number 12, N, carries -0.243; number 13, N, carries -0.229; number 14, C, carries -0.359; number 15, C, carries -0.512; number 16, C, carries -0.019; number 17, C, carries -0.488; number 18, C, carries -0.288; number 19, C, carries -0.021; number 20, C, carries 0.002; number 21, C, carries -0.018; number 22, C, carries -0.017; number 23, C, carries -0.490; number 24, C, carries -0.193; number 25, C, carries -0.017; number 26, C, carries -0.021; number 27, C, carries -0.502; number 28, C, carries -0.494; number 29, C, carries 0.000; number 30, C, carries -0.025; number 31, C, carries -0.023; number 32, C, carries -0.017; number 33, C, carries -0.024; number 34, C, carries -0.490; number 35, C, carries -0.001; number 36, C, carries -0.018; number 37, C, carries -0.006; number 38, C, carries -0.499; number 39, C, carries -0.204; number 40, C, carries -0.027; number 41, C, carries -0.478; number 42, C, carries 0.067; number 43, C, carries -0.082; number 44, C, carries -0.016; number 45, C, carries -0.362; number 46, C, carries -0.480; number 47, C, carries -0.006; number 48, C, carries -0.014; number 49, C, carries -0.010; number 50, H, carries 0.085; number 51, H, carries 0.085; number 52, H, carries 0.097; number 53, H, carries 0.079; number 54, H, carries 0.070; number 55, H, carries 0.084; number 56, H, carries 0.080; number 57, H, carries 0.069; number 58, H, carries 0.085; number 59, H, carries 0.084; number 60, H, carries 0.047; number 61, H, carries 0.084; number 62, H, carries 0.074; number 63, H, carries 0.083; number 64, H, carries 0.085; number 65, H, carries 0.085; number 66, H, carries 0.090; number 67, H, carries 0.075; number 68, H, carries 0.063; number 69, H, carries 0.085; number 70, H, carries 0.081; number 71, H, carries 0.082; number 72, H, carries 0.088; number 73, H, carries 0.074; number 74, H, carries 0.057; number 75, H, carries 0.118; number 76, H, carries 0.067; number 77, H, carries 0.098; number 78, H, carries 0.114; number 79, H, carries 0.102; number 80, H, carries 0.085; number 81, H, carries 0.071; number 82, H, carries 0.086; number 83, H, carries 0.085; number 84, H, carries 0.082; number 85, H, carries 0.076; number 86, H, carries 0.071; number 87, H, carries 0.036; number 88, H, carries 0.085; number 89, H, carries 0.074; number 90, H, carries 0.080; number 91, H, carries 0.084; number 92, H, carries 0.073; number 93, H, carries 0.090; number 94, H, carries 0.081; number 95, H, carries 0.073; number 96, H, carries 0.099; number 97, H, carries 0.095; number 98, H, carries 0.090; number 99, H, carries 0.084

Which of these has the highest total energy?
C36H64N2O10S